1.
Here is a molecular structure, C20H18F6MgN8O6S2 at a distorted geometry from the OMol25 dataset. Energies are from ωB97M-V/def2-TZVPD.

Structure (XYZ):
```
61
Properties=species:S:1:pos:R:3
S 6.404 11.955 7.103
S 8.116 10.622 5.411
Mg 9.750 11.941 8.254
F 4.947 11.486 9.365
F 6.039 9.763 8.596
F 7.596 8.211 6.371
F 6.770 8.592 4.393
F 4.281 10.470 7.591
F 8.854 8.106 4.612
O 8.434 11.124 4.134
O 8.979 14.939 7.211
O 5.477 12.970 6.688
O 9.180 10.701 6.395
O 12.087 10.632 7.071
O 7.571 12.314 7.940
N 9.698 14.182 9.338
N 9.700 13.708 6.944
N 9.108 16.509 8.994
N 11.461 11.956 7.165
N 11.302 13.680 10.960
N 10.354 10.073 9.300
N 6.681 10.992 5.906
N 10.958 12.488 10.546
C 11.606 12.724 6.110
C 11.269 7.722 10.515
C 10.300 18.276 10.134
C 10.872 15.025 5.177
C 10.684 16.001 10.742
C 11.474 8.904 11.137
C 11.493 11.377 10.938
C 12.165 17.774 11.579
C 11.796 16.444 11.545
C 10.662 13.831 6.071
C 12.620 12.603 5.046
C 7.853 8.786 5.144
C 11.346 18.706 10.924
C 5.365 10.855 8.219
C 10.539 14.614 10.340
C 10.158 8.897 8.711
C 9.978 16.925 9.965
C 8.828 15.136 8.697
C 11.090 10.099 10.426
C 10.678 7.699 9.223
H 10.763 14.766 4.119
H 10.564 6.763 8.632
H 11.484 19.774 11.067
H 13.110 18.016 12.036
H 7.783 14.848 8.886
H 8.639 17.133 8.399
H 12.308 11.359 11.720
H 12.417 15.686 12.020
H 11.888 15.392 5.383
H 13.304 13.506 5.097
H 12.151 12.638 4.070
H 10.138 15.780 5.436
H 11.507 6.791 11.053
H 9.743 19.005 9.568
H 13.242 11.694 5.083
H 13.004 10.722 6.794
H 11.880 8.956 12.144
H 9.623 8.925 7.780
```

Summary:
lowest unoccupied orbital energy	-1.2	eV
charge	0
energy	-88655.6929	eV

2.
Here is a molecular structure, C20H18F9N2OS2W from the OMol25 dataset. Energies are from ωB97M-V/def2-TZVPD.

Structure (XYZ):
```
53
Properties=species:S:1:pos:R:3
W 0.507 -0.145 -0.021
S 0.069 0.027 2.155
S 2.772 0.239 0.177
F 2.313 -4.911 0.152
F 1.298 -2.743 -2.841
F -0.067 -3.767 1.558
F -0.684 -3.481 -2.467
F 2.404 -2.942 1.061
F -0.446 -5.235 -0.001
F 1.007 -4.841 -2.349
F 3.115 -3.227 -0.948
F -1.522 -3.349 0.029
O 0.577 -1.894 -0.452
N 0.615 2.045 -0.513
N -1.559 0.376 -0.376
C 4.232 3.846 0.874
C 2.928 1.919 0.285
C 4.166 2.485 0.661
C -4.256 -1.235 1.682
C 0.595 -3.615 -2.118
C -2.296 -0.982 3.059
C -1.847 1.858 -0.526
C 2.198 -3.626 -0.075
C 0.764 2.188 -2.022
C -3.598 -0.670 0.592
C 1.789 2.724 0.067
C -1.640 -0.398 1.976
C 3.091 4.624 0.704
C 1.862 4.071 0.284
C -3.612 -1.387 2.906
C -2.294 -0.242 0.749
C 0.758 -3.290 -0.605
C -1.829 -0.360 -1.686
C -0.672 2.685 -0.056
C -0.349 -3.957 0.270
H -5.284 -1.554 1.571
H -2.742 2.094 0.048
H -0.098 1.752 -2.521
H -4.136 -1.831 3.741
H -0.943 -0.314 -2.332
H 3.142 5.692 0.877
H 5.031 1.849 0.807
H -2.066 -1.400 -1.478
H -0.751 3.689 -0.476
H 1.675 1.685 -2.344
H -0.626 2.762 1.029
H -4.120 -0.554 -0.349
H -2.639 0.127 -2.227
H 5.162 4.306 1.178
H 0.829 3.248 -2.265
H -1.781 -1.121 4.001
H 1.021 4.734 0.131
H -2.067 2.044 -1.575
```

Summary:
lowest unoccupied orbital energy (alpha / beta)	-12.3 / -13.1	eV
charge	+3
energy	-73985.7995	eV

3.
Here is a single C20H18FN3O3S molecule at a distorted geometry from the OMol25 dataset. Energies are from ωB97M-V/def2-TZVPD.

Structure (XYZ):
```
46
Properties=species:S:1:pos:R:3
S 3.723 -1.065 0.790
F 1.725 4.131 -1.020
O -2.938 -0.427 -1.938
O 3.186 -1.423 2.063
O 5.129 -1.172 0.561
N 3.000 -2.016 -0.402
N -4.846 1.371 0.272
N -3.441 -2.015 -0.411
C -2.575 -1.269 -1.140
C 1.918 1.011 0.770
C -2.375 1.547 1.504
C -2.865 2.605 0.757
C 1.623 -1.894 -0.601
C -1.128 -1.568 -0.925
C 0.762 -2.094 0.474
C -0.600 -1.933 0.310
C -0.261 -1.383 -1.998
C 3.910 1.305 -0.562
C 3.150 0.568 0.325
C -4.115 2.464 0.172
C -3.140 0.399 1.613
C -4.369 0.346 0.963
C 2.196 2.955 -0.576
C -5.187 -0.913 0.940
C -4.846 -1.697 -0.341
C 1.099 -1.552 -1.846
C 3.437 2.523 -1.017
C 1.427 2.221 0.313
H -0.677 -1.088 -2.949
H -4.976 -1.525 1.819
H -4.554 3.265 -0.408
H 4.005 3.132 -1.703
H 1.366 0.409 1.473
H -5.070 -1.074 -1.210
H 4.870 0.921 -0.871
H 3.553 -1.991 -1.247
H -3.079 -2.681 0.253
H 0.467 2.598 0.625
H -2.301 3.517 0.635
H -2.792 -0.439 2.199
H 1.181 -2.354 1.432
H -1.243 -2.068 1.167
H -5.431 -2.619 -0.387
H -6.246 -0.660 0.918
H 1.765 -1.409 -2.685
H -1.415 1.610 1.998
```

Summary:
lowest unoccupied orbital energy	0.4	eV
charge	0
energy	-45198.1729	eV
SMILES	O=C(NCCc1ccccn1)c1ccc(NS(=O)(=O)c2ccc(F)cc2)cc1

4.
Here is a molecular structure, C20H18I2N2O7PRhSTe from the OMol25 dataset. Energies are from ωB97M-V/def2-TZVPD.

Structure (XYZ):
```
53
Properties=species:S:1:pos:R:3
I -3.275 -2.187 -1.644
I -3.151 -2.333 4.327
Te 1.258 1.047 -3.346
Rh 1.143 0.380 -0.790
S 3.324 -2.383 -1.467
P -0.117 2.576 -2.151
O 3.131 1.110 -0.406
O 0.346 4.074 -2.300
O 2.974 -2.502 -2.849
O -0.042 2.071 -0.709
O -0.528 -0.655 -1.079
O 3.104 -3.485 -0.585
O -1.629 2.670 -2.611
N 2.675 -0.998 -0.839
N 0.718 -0.028 1.190
C 7.352 -1.734 -1.407
C -0.261 -0.682 3.682
C -3.799 1.819 -3.153
C -1.166 5.941 -2.631
C -0.380 5.136 -1.624
C 4.976 -0.467 -0.863
C -2.298 -1.686 0.120
C -0.463 -0.699 1.291
C 0.920 -0.009 3.546
C -2.240 -1.751 2.541
C 7.345 -0.413 -0.968
C -2.483 1.499 -2.493
C 6.151 0.241 -0.691
C -1.094 -1.008 0.045
C 3.578 -0.039 -0.659
C 6.167 -2.441 -1.587
C 4.992 -1.778 -1.307
C -2.857 -2.051 1.356
C 1.390 0.310 2.261
C -1.006 -1.056 2.540
H -2.600 1.271 -1.433
H 2.317 0.846 2.102
H -4.276 2.675 -2.675
H -4.463 0.959 -3.066
H 1.499 0.284 4.410
H 8.284 0.110 -0.843
H -3.798 -2.583 1.360
H 6.130 1.268 -0.354
H -1.981 0.654 -2.966
H -3.656 2.043 -4.210
H -0.638 -0.936 4.664
H -1.665 6.771 -2.128
H -1.919 5.319 -3.113
H -0.502 6.346 -3.394
H 6.167 -3.465 -1.934
H 0.382 5.737 -1.130
H 8.296 -2.219 -1.618
H -1.027 4.706 -0.858
```

Summary:
lowest unoccupied orbital energy	-0.4	eV
charge	0
energy	-84975.1367	eV